# C32H34Cl6F40O6

A cluster of 9 separate species, C32H34Cl6F40O6 in total at a distorted geometry (the ωB97M-V functional and the def2-TZVPD basis, OMol25).

```
! wB97M-V def2-TZVPD RIJCOSX def2/J DEFGRID3
* xyz 0 1
C -1.304 -1.250 0.322
C 0.171 -1.539 -0.076
C 0.645 -0.831 -1.379
F -0.070 -1.079 -2.533
F 0.687 0.552 -1.244
F 0.898 -0.959 0.927
F 0.353 -2.869 -0.114
O -1.461 0.189 0.551
C -2.460 0.847 -0.245
C -2.664 2.294 0.364
F -1.574 2.956 0.663
F -3.609 3.082 -0.209
F -2.001 0.903 -1.521
F -3.594 0.136 -0.252
H -1.571 -1.673 1.291
H -1.950 -1.653 -0.457
H 1.678 -1.060 -1.643
H -3.118 2.185 1.350
C -5.081 2.403 3.796
C -5.733 1.489 2.758
C -7.126 0.985 3.215
F -7.909 2.053 3.461
F -7.703 0.155 2.329
F -5.898 2.196 1.610
F -4.883 0.520 2.527
O -4.724 1.681 4.974
C -3.886 2.543 5.743
C -3.435 1.606 6.854
F -4.328 0.795 7.499
F -2.415 0.823 6.443
F -2.805 3.086 5.056
F -4.554 3.600 6.180
H -5.867 3.110 4.063
H -4.318 3.033 3.339
H -7.102 0.447 4.163
H -3.101 2.238 7.677
C -3.010 7.340 -0.609
C -2.012 8.469 -0.904
C -1.477 8.525 -2.311
F -1.035 7.390 -2.850
F -2.259 9.165 -3.113
F -2.723 9.505 -0.521
F -0.989 8.308 -0.143
O -3.394 7.357 0.809
C -4.327 6.377 1.323
C -5.565 6.041 0.412
F -6.500 5.155 0.840
F -6.172 7.115 -0.098
F -3.626 5.273 1.486
F -4.709 6.812 2.513
H -2.574 6.386 -0.903
H -3.895 7.361 -1.245
H -0.520 9.045 -2.327
H -5.108 5.544 -0.443
C 5.464 -2.952 -2.207
C 4.015 -3.227 -1.853
C 3.835 -4.752 -1.593
F 4.005 -5.500 -2.711
F 4.603 -5.172 -0.639
F 3.716 -2.596 -0.771
F 3.140 -2.828 -2.763
O 6.350 -3.108 -1.056
C 7.724 -3.234 -1.416
C 8.499 -3.356 -0.134
F 8.243 -4.562 0.394
F 9.828 -3.234 -0.251
F 7.965 -4.321 -2.168
F 8.072 -2.242 -2.239
H 5.440 -1.910 -2.526
H 5.725 -3.563 -3.072
H 2.828 -5.031 -1.282
H 8.107 -2.598 0.544
C 5.681 -2.352 2.580
C 4.325 -1.589 2.568
C 3.055 -2.354 2.795
F 2.700 -3.017 1.754
F 3.098 -3.289 3.787
F 4.402 -0.714 3.558
F 4.228 -0.784 1.522
O 5.597 -3.708 2.057
C 6.124 -4.748 2.938
C 5.952 -6.167 2.351
F 6.329 -7.095 3.247
F 4.733 -6.532 1.812
F 7.426 -4.441 3.133
F 5.579 -4.698 4.125
H 6.015 -2.283 3.616
H 6.385 -1.690 2.075
H 2.297 -1.629 3.092
H 6.602 -6.080 1.480
C -4.960 -2.832 -4.032
C -4.031 -3.717 -3.264
C -3.281 -4.467 -4.372
O -2.994 -3.399 -5.285
C -4.117 -2.494 -5.308
H -5.246 -1.918 -3.510
H -5.815 -3.428 -4.349
H -4.697 -4.399 -2.736
H -3.373 -3.224 -2.549
H -3.962 -5.137 -4.896
H -2.468 -5.161 -4.156
H -4.707 -2.628 -6.215
H -3.761 -1.478 -5.142
C 1.683 2.347 1.764
Cl 0.735 2.143 3.242
Cl 3.395 1.927 1.909
H 1.200 1.794 0.958
H 1.586 3.383 1.441
C 3.696 0.777 -3.126
Cl 4.106 0.605 -1.352
Cl 4.272 2.269 -4.023
H 4.132 -0.105 -3.595
H 2.609 0.711 -3.163
C -0.190 -1.776 -6.007
Cl -0.459 -1.209 -7.661
Cl 1.415 -1.229 -5.409
H -0.856 -1.301 -5.286
H -0.295 -2.861 -6.016
*
```

Max |F|: 0.09424 hartree/bohr
Energy relative to the best compared isomer or geometry (same formula, charge and spin): 19.4 kcal per mole
Calculated total energy: -8446.8389 Eh
Highest occupied orbital energy: -10.04 eV
Frontier orbital gap: 10.31 eV
SMILES string: FC(F)C(F)(F)COC(F)(F)C(F)F.FC(F)C(F)(F)COC(F)(F)C(F)F.FC(F)C(F)(F)COC(F)(F)C(F)F.FC(F)C(F)(F)COC(F)(F)C(F)F.FC(F)C(F)(F)COC(F)(F)C(F)F.C1CCOC1.ClCCl.ClCCl.ClCCl
LUMO energy: 0.28 eV

# C32H34ClNPSiTi

A structure of composition C32H34ClNPSiTi at a distorted geometry (the ωB97M-V functional and the def2-TZVPD basis, OMol25).

```
! wB97M-V def2-TZVPD RIJCOSX def2/J DEFGRID3
* xyz 1 1
C -0.694 -2.328 2.217
C -0.759 -2.618 0.829
C 0.595 -2.775 0.346
H -1.679 -2.764 0.275
C 1.488 -2.539 1.441
C 0.694 -2.251 2.599
H 1.077 -2.126 3.606
H -1.547 -2.294 2.885
H 0.891 -3.178 -0.617
H 2.570 -2.675 1.433
Ti 0.380 -0.640 1.083
Cl 2.349 0.411 0.705
P 0.224 -0.544 -1.498
C 1.351 -1.631 -2.506
C 0.917 -2.266 -3.681
H -0.137 -2.265 -3.951
C 1.825 -2.863 -4.562
H 1.455 -3.268 -5.505
C 3.183 -2.898 -4.250
H 3.893 -3.342 -4.951
C 3.622 -2.330 -3.049
H 4.685 -2.337 -2.806
C 2.718 -1.722 -2.175
H 3.068 -1.281 -1.242
C -1.344 -0.974 -2.389
C -1.940 -2.239 -2.199
H -1.434 -3.001 -1.607
C -3.149 -2.565 -2.810
H -3.647 -3.502 -2.547
C -3.689 -1.729 -3.790
H -4.587 -2.023 -4.336
C -3.031 -0.533 -4.095
H -3.382 0.092 -4.915
C -1.903 -0.136 -3.365
H -1.429 0.818 -3.596
C 0.650 1.046 -2.339
C 1.345 1.094 -3.557
H 1.765 0.182 -3.985
C 1.485 2.297 -4.256
H 1.975 2.288 -5.230
C 0.982 3.483 -3.720
H 1.076 4.418 -4.274
C 0.338 3.452 -2.479
H -0.071 4.367 -2.055
C 0.187 2.252 -1.789
H -0.306 2.238 -0.819
C -3.042 -0.040 3.600
Si -1.327 0.355 4.220
C -1.422 1.961 5.222
C -0.624 -0.879 5.459
N -0.241 0.502 2.772
C 0.340 1.771 2.686
C -0.119 2.677 1.696
C 0.441 3.945 1.572
C 1.452 4.349 2.454
C 1.878 3.494 3.484
C 1.336 2.219 3.601
H -3.740 -0.134 4.445
H -3.099 -0.965 3.017
H -3.411 0.779 2.968
H -2.230 1.877 5.970
H -0.488 2.159 5.774
H -1.636 2.837 4.592
H -0.846 -1.925 5.211
H 0.463 -0.770 5.594
H -1.098 -0.658 6.431
H -0.930 2.347 1.037
H 0.084 4.611 0.777
H 1.903 5.337 2.357
H 2.640 3.821 4.202
H 1.659 1.527 4.386
*
```

Max |F|: 0.08069 hartree/bohr
Calculated total energy: -3234.9423 Eh
Highest occupied orbital energy (spin up / spin down): -10.82 / -10.82 eV
Frontier orbital gap (spin up / spin down): 6.50 / 6.50 eV
LUMO energy (spin up / spin down): -4.32 / -4.32 eV

# C32H34Ge2O3Tc

A structure of composition C32H34Ge2O3Tc (the ωB97M-V functional and the def2-TZVPD basis, OMol25).

```
! wB97M-V def2-TZVPD RIJCOSX def2/J DEFGRID3
* xyz 1 1
Tc 0.151 -2.018 -0.547
C 0.590 -1.736 6.270
O 1.902 -1.674 5.712
C 2.044 -1.808 4.398
C 3.377 -1.742 3.922
C 3.612 -1.883 2.596
C 2.575 -2.086 1.633
C 2.940 -2.300 0.274
C 4.345 -2.223 -0.240
O 2.093 -2.563 -0.646
C 1.225 -2.107 2.134
O 0.130 -2.240 1.410
C 1.000 -1.989 3.513
H 0.720 -1.620 7.340
H 0.126 -2.700 6.057
H -0.032 -0.927 5.883
H 4.176 -1.595 4.633
H 4.635 -1.842 2.261
H 5.128 -2.302 0.502
H 4.439 -1.255 -0.743
H 4.473 -2.997 -0.994
H -0.030 -2.015 3.835
C -2.980 -3.698 -3.734
Ge -2.952 -2.417 -2.258
C -4.470 -2.668 -1.052
C -2.843 -0.585 -2.913
C -1.343 -2.849 -1.187
H -3.823 -3.488 -4.392
H -3.085 -4.716 -3.360
H -2.065 -3.637 -4.324
H -5.403 -2.561 -1.605
H -4.456 -1.928 -0.253
H -4.452 -3.661 -0.605
H -3.609 -0.437 -3.675
H -1.877 -0.370 -3.370
H -3.018 0.143 -2.122
H -1.137 -3.921 -0.999
C -0.193 -0.429 -0.870
Ge -0.136 1.573 -0.789
C -1.210 1.962 0.778
C -2.416 1.299 0.998
C -3.184 1.591 2.115
C -2.750 2.547 3.023
C -1.547 3.207 2.816
C -0.778 2.914 1.698
C -0.813 2.276 -2.455
C -1.926 3.113 -2.450
C -2.435 3.606 -3.644
C -1.834 3.266 -4.847
C -0.722 2.434 -4.860
C -0.213 1.942 -3.668
C 1.762 1.861 -0.490
C 2.547 2.593 -1.377
C 3.907 2.751 -1.144
C 4.491 2.181 -0.022
C 3.715 1.455 0.874
C 2.357 1.297 0.639
H -2.759 0.542 0.301
H -4.121 1.073 2.278
H -3.350 2.777 3.894
H -1.208 3.953 3.523
H 0.162 3.432 1.547
H -2.402 3.382 -1.513
H -3.299 4.257 -3.633
H -2.231 3.651 -5.777
H -0.252 2.170 -5.799
H 0.653 1.287 -3.690
H 2.099 3.050 -2.252
H 4.508 3.326 -1.836
H 5.550 2.312 0.161
H 4.163 1.023 1.760
H 1.755 0.742 1.354
*
```

Max |F|: 0.00620 hartree/bohr
Energy relative to the best compared isomer or geometry (same formula, charge and spin): 0.0 kcal per mole
Calculated total energy: -5699.8207 Eh
Highest occupied orbital energy: -11.56 eV
Frontier orbital gap: 7.31 eV
LUMO energy: -4.25 eV

# C32H34N2O6

An isolated molecule of C32H34N2O6 at a distorted geometry (the ωB97M-V functional and the def2-TZVPD basis, OMol25).

```
! wB97M-V def2-TZVPD RIJCOSX def2/J DEFGRID3
* xyz 0 1
C -1.624 -3.114 -1.095
H -1.539 -4.011 -0.475
O -0.979 -2.012 -0.501
C 0.362 -2.049 -0.287
C 0.935 -0.912 0.287
C 2.309 -0.918 0.528
C 3.137 -2.014 0.206
C 2.519 -3.146 -0.378
C 1.155 -3.149 -0.609
H 0.695 -4.016 -1.049
O 3.313 -4.202 -0.689
C 2.745 -5.350 -1.272
H 2.282 -5.126 -2.239
H 2.009 -5.817 -0.611
H 3.576 -6.037 -1.425
C 4.546 -1.887 0.494
C 4.995 -0.742 1.062
C 4.130 0.357 1.406
O 4.462 1.387 1.939
O 2.804 0.196 1.102
H 6.038 -0.602 1.296
C 5.517 -2.977 0.184
H 5.508 -3.203 -0.880
H 5.247 -3.888 0.713
H 6.521 -2.678 0.477
C 0.061 0.285 0.604
C 0.476 1.456 -0.261
C 0.035 1.462 -1.579
C 0.363 2.476 -2.474
C 1.150 3.494 -1.995
C 1.597 3.499 -0.674
C 1.280 2.497 0.210
H 1.666 2.523 1.213
O 2.349 4.624 -0.456
C 2.385 5.311 -1.684
O 1.616 4.612 -2.640
H 3.428 5.388 -2.036
H 1.974 6.325 -1.553
H 0.016 2.469 -3.493
H -0.583 0.647 -1.926
C 0.003 0.565 2.110
H -0.260 -0.369 2.612
H 0.984 0.863 2.477
C -1.005 1.657 2.512
N -2.401 1.462 2.170
C -2.818 1.936 0.864
C -4.350 1.914 0.801
N -4.866 0.584 1.048
C -4.904 -0.354 0.027
C -4.503 -0.067 -1.285
C -4.617 -1.008 -2.291
C -5.130 -2.267 -2.034
C -5.548 -2.562 -0.746
C -5.443 -1.627 0.262
H -5.807 -1.887 1.244
H -5.970 -3.533 -0.525
H -5.211 -3.001 -2.821
H -4.290 -0.752 -3.289
H -4.087 0.895 -1.537
C -4.456 0.171 2.376
C -2.925 0.146 2.467
H -2.621 -0.124 3.481
H -2.557 -0.629 1.770
H -4.854 -0.811 2.622
H -4.852 0.897 3.091
H -4.708 2.288 -0.158
H -4.747 2.562 1.589
H -2.455 2.959 0.736
H -2.426 1.328 0.036
H -0.959 1.750 3.605
H -0.698 2.611 2.082
H -0.940 -0.012 0.286
H -2.673 -2.828 -1.173
H -1.232 -3.317 -2.096
*
```

Max |F|: 0.02474 hartree/bohr
Energy relative to the best compared isomer or geometry (same formula, charge and spin): 27.6 kcal per mole
Calculated total energy: -1800.7218 Eh
Highest occupied orbital energy: -7.52 eV
Frontier orbital gap: 7.98 eV
SMILES string: COc1cc(OC)c2c(C)cc(=O)oc2c1[C@@H](CCN1CCN(c2ccccc2)CC1)c1ccc2c(c1)OCO2
LUMO energy: 0.45 eV

# C32H34N4O6PdSi2

A structure of composition C32H34N4O6PdSi2 (the ωB97M-V functional and the def2-TZVPD basis, OMol25).

```
! wB97M-V def2-TZVPD RIJCOSX def2/J DEFGRID3
* xyz -2 1
Pd 0.029 -0.324 -0.446
C 1.654 2.711 -3.177
C 0.595 3.190 -2.216
C 0.181 4.520 -2.225
C -0.813 4.880 -1.315
C -1.323 3.952 -0.443
C -0.829 2.607 -0.458
N 0.107 2.276 -1.391
N -1.204 1.630 0.364
Si -2.489 1.645 1.466
C -4.173 1.929 0.649
C -2.549 -0.021 2.339
C -2.359 2.965 2.826
H 2.647 2.804 -2.728
H 1.641 3.299 -4.098
H 1.504 1.655 -3.393
H 0.602 5.229 -2.927
H -1.195 5.898 -1.300
H -2.100 4.226 0.260
H -4.244 1.349 -0.275
H -4.325 2.980 0.388
H -4.991 1.618 1.307
H -3.491 -0.547 2.160
H -2.422 0.075 3.421
H -1.752 -0.660 1.954
H -2.546 3.973 2.448
H -1.357 2.955 3.264
H -3.082 2.765 3.624
O -2.146 0.479 -2.858
C -2.509 -0.381 -2.089
N -1.767 -1.050 -1.135
C -2.545 -1.990 -0.512
O -2.225 -2.782 0.353
C -3.942 -1.911 -1.090
C -5.093 -2.607 -0.788
C -6.244 -2.274 -1.503
C -6.220 -1.282 -2.481
C -5.044 -0.590 -2.772
C -3.919 -0.930 -2.053
H -5.092 -3.371 -0.021
H -7.174 -2.791 -1.294
H -7.131 -1.041 -3.017
H -5.007 0.190 -3.522
O 1.877 0.313 0.374
C 2.716 0.356 -0.584
O 2.570 -0.027 -1.740
C 4.065 0.953 -0.184
C 4.249 1.534 1.066
C 5.483 2.055 1.423
C 6.517 1.974 0.507
C 6.367 1.405 -0.746
C 5.123 0.897 -1.085
N 7.844 2.515 0.883
O 7.964 3.032 1.980
O 8.759 2.402 0.085
H 3.407 1.563 1.742
H 5.652 2.511 2.387
H 7.205 1.367 -1.425
H 4.938 0.444 -2.050
C 0.170 -3.667 -1.632
Si 0.869 -2.457 -0.357
C 2.738 -2.727 -0.573
C 0.668 -3.184 1.393
C 0.747 -4.554 1.648
C 0.670 -5.067 2.937
C 0.517 -4.207 4.016
C 0.442 -2.839 3.790
C 0.516 -2.339 2.496
H 0.731 -4.608 -1.647
H 0.266 -3.194 -2.613
H -0.881 -3.894 -1.456
H 2.956 -3.771 -0.318
H 3.325 -2.094 0.096
H 3.060 -2.529 -1.596
H 0.863 -5.244 0.817
H 0.726 -6.139 3.100
H 0.456 -4.600 5.026
H 0.315 -2.157 4.624
H 0.453 -1.269 2.325
*
```

Max |F|: 0.01466 hartree/bohr
Energy relative to the best compared isomer or geometry (same formula, charge and spin): 3.0 kcal per mole
Calculated total energy: -2617.3049 Eh
Highest occupied orbital energy: -1.61 eV
Frontier orbital gap: 5.12 eV
LUMO energy: 3.51 eV

# C32H34N7O4Ti

A structure of composition C32H34N7O4Ti at a distorted geometry (the ωB97M-V functional and the def2-TZVPD basis, OMol25).

```
! wB97M-V def2-TZVPD RIJCOSX def2/J DEFGRID3
* xyz 1 1
Ti 0.352 -0.560 0.858
C 1.726 -4.297 0.063
C 2.194 -3.030 -0.656
C 1.084 -2.379 -1.486
N 0.066 -1.810 -0.624
C -1.204 -2.033 -0.940
C -1.644 -2.352 -2.239
C -2.844 -2.894 -2.658
C -3.855 -3.451 -1.891
C -3.946 -3.437 -0.507
C -3.218 -2.699 0.405
C -2.094 -1.870 0.218
N -1.582 -1.052 1.127
C -2.380 -0.648 2.277
C -2.341 0.878 2.407
C -0.989 1.356 2.954
N 0.042 0.434 2.539
C 1.180 0.342 3.232
C 1.647 1.429 3.989
C 2.803 1.588 4.728
C 3.775 0.652 5.027
C 3.750 -0.699 4.707
C 2.852 -1.425 3.951
C 1.777 -1.002 3.138
N 1.133 -1.801 2.284
C 1.398 -3.234 2.345
C 0.756 -4.058 1.226
H 2.605 -4.817 0.455
H 1.251 -4.966 -0.660
H 3.006 -3.296 -1.336
H 2.580 -2.298 0.059
H 0.632 -3.151 -2.125
H 1.517 -1.602 -2.124
H -0.945 -2.098 -3.029
H -2.966 -2.984 -3.729
H -4.634 -3.978 -2.422
H -4.729 -4.050 -0.076
H -3.531 -2.818 1.436
H -1.981 -1.104 3.196
H -3.427 -0.948 2.153
H -3.142 1.226 3.061
H -2.515 1.286 1.413
H -1.034 1.361 4.055
H -0.809 2.392 2.620
H 1.039 2.322 3.908
H 2.958 2.583 5.130
H 4.623 0.996 5.604
H 4.571 -1.281 5.111
H 3.073 -2.482 3.933
H 1.016 -3.592 3.314
H 2.478 -3.437 2.320
H -0.165 -3.573 0.892
H 0.490 -5.038 1.630
O -1.987 3.546 -1.261
C -1.350 2.546 -0.659
O -1.774 1.416 -0.600
C -0.038 2.927 -0.066
C 0.444 4.234 -0.030
C 1.700 4.461 0.524
C 2.438 3.377 0.968
C 1.888 2.105 0.842
N 0.666 1.883 0.374
C 2.721 0.840 1.034
O 3.825 0.892 1.538
O 2.144 -0.184 0.534
H -2.839 3.264 -1.636
H -0.152 5.042 -0.426
H 2.115 5.458 0.571
H 3.425 3.473 1.395
N 1.706 2.099 -3.299
C 0.421 1.847 -3.689
C -0.041 0.886 -2.837
N 0.926 0.561 -1.934
C 1.964 1.294 -2.246
H 2.342 2.747 -3.734
H -0.035 2.348 -4.518
H -0.993 0.394 -2.810
H 2.911 1.265 -1.743
*
```

Max |F|: 0.04551 hartree/bohr
Energy relative to the best compared isomer or geometry (same formula, charge and spin): 12.8 kcal per mole
Calculated total energy: -2773.4224 Eh
Highest occupied orbital energy: -10.08 eV
Frontier orbital gap: 6.78 eV
LUMO energy: -3.30 eV

> Which value of max |F| does entry 6 give?

0.04551 hartree/bohr